Record 1
30
Properties=species:S:1:pos:R:3 method="wB97M-V/def2-TZVPD" relative_energy_kj_mol=388.6 smiles=O.O.O.O.O.O.O.O.O.O max_force_ev_per_a=3.460 homo_ev=-10.044 multiplicity=1
H 1.72 1.78 0.09
O -2.87 -1.84 -0.85
O -0.77 0.60 4.05
H -0.32 -3.09 -1.84
H -1.21 0.63 3.21
O -2.08 0.50 -2.43
O -2.60 3.71 -0.89
H 1.74 -3.33 1.98
H -0.56 -1.77 -1.64
H -2.82 0.21 -1.93
H -3.12 -2.57 -0.28
H -1.78 1.90 0.01
H 3.14 -2.63 1.48
H -1.76 3.93 -0.47
H 2.13 -0.49 1.86
H 3.92 -0.48 -2.17
H 0.09 0.97 4.13
O 0.18 -2.26 -2.02
H -2.31 3.39 -1.76
O 3.22 -0.52 -1.52
O 1.41 -0.05 2.29
O 2.20 -2.65 1.57
H -0.52 2.60 0.47
O -0.97 1.75 0.52
O 2.56 1.80 -0.38
H 1.04 -0.62 2.93
H -3.07 -2.32 -1.68
H 2.83 -1.39 -1.41
H -2.22 1.38 -2.78
H 2.79 0.87 -0.56

---

Record 2
30
Properties=species:S:1:pos:R:3 method="wB97M-V/def2-TZVPD" relative_energy_kj_mol=513.3 smiles=O.O.O.O.O.O.O.O.O.O max_force_ev_per_a=4.575 homo_ev=-10.602 multiplicity=1
O 3.57 -1.93 1.70
H 0.53 2.80 -2.27
O -1.57 -2.50 3.53
O 2.68 1.26 -3.11
H -0.83 -1.92 3.57
H -1.87 -2.62 4.43
H -0.99 2.91 -2.69
H 3.26 1.22 -2.35
H 3.56 -1.42 0.87
H -1.57 -3.42 -0.31
H 1.10 -0.19 -0.27
O -0.34 3.25 -2.15
H -2.89 0.11 0.68
H -0.08 0.87 -0.79
O -1.85 -3.28 0.59
H -0.79 -2.32 -4.36
O -0.20 -2.76 -3.74
H -1.24 -2.66 1.07
O -1.23 4.92 1.08
O 0.08 0.23 2.33
H 0.02 0.97 1.69
H 0.41 -3.24 -4.24
H -1.68 0.44 0.00
H 1.00 -0.04 2.27
O -1.97 0.42 0.85
H -0.93 4.26 0.41
O 0.17 0.03 -0.27
H 1.79 1.40 -2.65
H 2.92 -1.36 2.25
H -1.05 4.56 1.91

---

Record 3
30
Properties=species:S:1:pos:R:3 method="wB97M-V/def2-TZVPD" relative_energy_kj_mol=145.2 smiles=O.O.O.O.O.O.O.O.O.O max_force_ev_per_a=3.102 homo_ev=-11.041 multiplicity=1
H 1.82 0.80 8.63
O 2.39 3.93 8.84
H 0.02 1.42 9.74
O 4.66 0.21 11.80
H 3.81 2.94 9.87
O 0.44 -1.18 11.79
H 1.99 4.21 9.67
H 0.10 -2.09 11.62
H 4.75 -0.58 11.27
H 0.04 4.37 11.13
H 0.72 -1.13 12.79
H 4.90 1.01 11.22
H 2.10 0.56 13.73
H -0.14 2.83 10.99
H 3.64 2.30 12.48
O 1.58 1.45 7.97
H 3.16 0.44 10.78
O 2.72 2.24 12.74
O 2.55 0.03 10.14
H 1.94 3.08 8.67
O 4.55 2.68 10.45
H -0.25 0.52 10.88
H 5.04 3.53 10.38
H 1.81 -0.41 10.58
H 2.27 3.01 12.33
O 1.54 -0.10 14.22
H 0.87 0.41 14.69
O 0.58 3.55 11.10
O -0.63 1.26 10.44
H 1.74 0.88 7.13

---

Record 4
30
Properties=species:S:1:pos:R:3 method="wB97M-V/def2-TZVPD" relative_energy_kj_mol=450.7 smiles=O.O.O.O.O.O.O.O.O.O max_force_ev_per_a=4.735 homo_ev=-10.107 multiplicity=1
H -4.55 1.03 -1.48
H -0.86 -2.97 -1.79
H -2.06 2.26 -0.60
H 2.44 4.36 0.05
O 1.73 3.77 0.05
H 0.33 -3.57 -1.03
H -1.91 -2.85 0.99
H -0.58 -3.40 1.23
O -1.26 2.70 -0.43
O -2.76 0.58 2.33
O 4.93 -0.97 -0.15
H 5.47 -1.12 -0.95
O 0.06 -2.89 -1.55
H -0.47 0.69 -0.14
H 2.28 -1.47 1.18
H -1.81 0.65 2.49
H -3.94 -0.43 -1.61
H 2.72 1.40 -0.51
O -4.57 0.15 -1.91
O -1.41 -3.72 0.81
H -1.46 3.66 -0.33
H 1.67 -2.41 0.24
O -0.31 0.73 0.79
O 1.88 1.15 -0.84
H 1.40 3.96 0.96
H 1.84 1.68 -1.66
O 1.42 -1.88 0.95
H 0.65 0.52 0.91
H 4.14 -0.59 -0.47
H -3.08 1.54 2.13

---

Record 5
30
Properties=species:S:1:pos:R:3 method="wB97M-V/def2-TZVPD" relative_energy_kj_mol=238.5 smiles=O.O.O.O.O.O.O.O.O.O max_force_ev_per_a=0.955 homo_ev=-10.734 multiplicity=1
H 1.85 1.81 -2.62
H -1.57 1.60 1.97
H 1.54 -0.97 1.35
H -1.00 0.13 -3.88
H -3.23 1.51 0.25
H -0.82 -0.24 3.04
O 3.20 1.20 -0.12
O 0.03 -0.31 -0.34
H -0.16 0.52 -2.68
O -1.04 0.60 -3.05
H -2.20 2.43 -0.35
O -2.29 1.67 0.22
H -0.53 0.25 0.21
O -2.43 -1.46 -1.11
O -0.72 -1.13 3.37
H 3.00 0.64 -0.87
H -1.69 -0.86 -1.07
H -2.54 -1.75 -0.20
H -1.57 -1.35 3.74
O 2.32 -0.53 1.70
H -2.26 1.69 3.31
O 0.83 -2.99 -0.96
H 0.38 -2.19 -0.69
H 1.73 -2.73 -1.10
H 0.78 0.25 -0.55
H 3.06 0.63 0.64
H 2.70 -1.17 2.31
O 1.73 0.88 -2.41
O -1.42 1.46 2.90
H 2.32 0.43 -3.02

---

Record 6
30
Properties=species:S:1:pos:R:3 method="wB97M-V/def2-TZVPD" relative_energy_kj_mol=2073.0 max_force_ev_per_a=15.237 homo_ev=-8.708 multiplicity=1
H -1.06 1.15 -0.85
H 1.56 -0.29 1.35
H 1.30 2.26 -2.74
H 0.65 1.00 -2.18
H 0.87 -1.34 -1.12
H 0.15 -0.18 3.70
H 1.85 -0.08 -1.07
O 2.79 0.11 -1.13
O -0.40 0.60 -0.20
H -2.21 0.16 0.26
O -0.93 -1.26 2.22
O -1.58 1.76 -1.37
O -2.06 -0.06 1.18
H 0.81 -0.50 -2.39
H -0.17 -1.24 1.65
H 0.76 -1.49 0.88
H -2.50 0.64 1.67
O -1.13 -1.86 -0.57
H -0.76 -1.05 -0.22
H 0.28 -0.01 2.20
H -1.58 -0.70 1.79
H -0.09 0.26 0.63
H -1.46 2.61 -0.94
H 3.01 0.53 -0.30
O 1.14 1.33 -2.94
H -0.97 -1.80 -1.52
O 0.77 -0.44 -1.43
O 0.66 -0.62 1.28
O 0.29 0.48 3.02
H -0.01 0.03 -0.86

---

Record 7
30
Properties=species:S:1:pos:R:3 method="wB97M-V/def2-TZVPD" relative_energy_kj_mol=340.5 smiles=O.O.O.O.O.O.O.O.O.O max_force_ev_per_a=0.301 homo_ev=-11.245 multiplicity=1
H -3.71 3.44 0.64
O 2.89 3.49 1.36
O -3.21 -1.39 -1.38
H -3.45 -2.51 3.71
H -2.68 1.06 -3.24
H -3.56 -1.75 -0.55
H -0.84 -0.88 -0.62
H 2.87 3.86 0.47
O -0.89 -0.30 0.15
H 3.32 -1.73 -1.98
H 1.52 -0.40 2.65
O 5.06 1.37 -0.41
H 3.70 -1.17 -3.34
H -4.05 -1.46 2.80
O -3.11 3.85 0.01
H -4.06 1.69 -3.32
O 2.45 -0.18 2.62
H -2.81 3.11 -0.55
H 1.43 -3.99 -0.04
O -3.27 1.65 -2.77
H 0.07 -4.63 0.19
H 5.39 0.51 -0.69
O 3.80 -1.95 -2.79
O 0.48 -3.80 -0.05
H 4.12 1.22 -0.27
H 0.00 0.08 0.21
H -2.97 -0.49 -1.16
H 1.96 3.44 1.60
O -3.25 -1.67 3.28
H 2.79 -0.47 3.48

---

Record 8
30
Properties=species:S:1:pos:R:3 method="wB97M-V/def2-TZVPD" relative_energy_kj_mol=568.7 smiles=O.O.O.O.O.O.O.O.O.O max_force_ev_per_a=5.097 homo_ev=-10.618 multiplicity=1
O -0.59 0.55 0.42
H -1.06 0.27 -0.35
H -0.56 5.71 -0.32
H 3.12 -1.43 -0.81
H -0.77 -1.39 -0.05
H 0.34 -2.92 -2.53
H -2.38 1.13 -2.07
O -1.08 5.72 0.50
O 3.45 -2.28 -1.14
H -1.93 1.64 -3.40
H -0.59 3.75 -0.28
O 0.29 3.75 0.27
H 2.40 -3.25 1.46
O -2.60 1.72 -2.73
O 3.30 -3.01 1.08
H -3.60 -4.50 0.46
H 2.85 -2.68 -1.72
H -0.40 -2.22 1.26
H 0.19 2.72 3.79
H 0.13 4.50 0.80
H 0.67 -1.44 -2.69
H 0.22 0.03 0.42
H 3.84 -3.62 1.58
O -2.90 -4.12 1.06
H -1.55 4.93 0.45
O 0.81 2.62 3.07
O -0.61 -2.27 0.25
H 1.32 1.78 3.21
O -0.02 -2.03 -2.55
H -2.29 -3.69 0.57

---

Record 9
30
Properties=species:S:1:pos:R:3 method="wB97M-V/def2-TZVPD" relative_energy_kj_mol=374.9 smiles=O.O.O.O.O.O.O.O.O.O max_force_ev_per_a=1.076 homo_ev=-10.663 multiplicity=1
O -0.23 1.62 -3.35
H 2.57 -1.65 0.05
H -0.27 2.09 -4.20
H 0.19 3.44 -1.16
H 3.38 1.79 -1.62
H 2.50 -2.10 1.50
O 0.30 1.34 4.00
H -0.92 3.13 -0.17
H 0.33 -0.19 0.36
H 2.61 0.61 -2.20
O -2.93 0.64 -3.58
O -0.47 -3.92 -1.15
O 2.39 -1.33 0.94
H -3.23 1.55 -3.50
H 0.67 1.80 -3.03
H 0.47 -3.22 1.94
H 0.41 -3.60 -1.36
H -2.43 -1.96 3.79
O -0.13 -2.68 1.40
H -2.05 0.65 -3.19
O -0.01 0.55 -0.15
H -0.62 0.98 0.46
H -2.88 -0.52 3.97
H -0.02 1.86 4.75
H -0.64 -3.58 -0.27
O -2.60 -1.15 3.30
H -0.11 1.75 3.24
H 0.20 -1.78 1.52
O 0.02 2.97 -0.34
O 3.50 0.90 -1.97

---

Record 10
30
Properties=species:S:1:pos:R:3 method="wB97M-V/def2-TZVPD" relative_energy_kj_mol=1312.1 max_force_ev_per_a=10.902 homo_ev=-8.994 multiplicity=1
H 14.64 8.36 -24.12
O 13.56 8.31 -24.48
O 15.52 8.30 -23.75
H 14.32 6.54 -22.39
H 16.28 7.17 -22.50
O 11.72 6.17 -22.04
H 13.57 8.62 -25.39
H 12.71 8.59 -24.15
H 16.12 8.00 -21.25
H 14.75 3.85 -21.57
H 15.97 5.26 -20.04
O 12.72 8.79 -21.67
H 11.82 5.25 -22.29
H 11.41 5.61 -25.11
H 15.42 5.23 -23.40
O 15.14 5.61 -20.35
H 12.68 6.16 -24.51
H 13.07 8.41 -20.86
O 12.12 6.23 -25.28
O 16.03 7.11 -21.58
O 13.45 6.88 -22.60
H 15.81 6.11 -24.57
H 15.73 7.37 -23.78
H 12.60 6.53 -22.08
H 15.38 6.32 -20.95
H 13.52 7.17 -23.51
O 14.09 4.49 -21.82
H 13.00 8.18 -22.35
O 15.62 6.14 -23.63
H 14.37 5.31 -21.42

---

Record 11
30
Properties=species:S:1:pos:R:3 method="wB97M-V/def2-TZVPD" relative_energy_kj_mol=280.0 smiles=O.O.O.O.O.O.O.O.O.O max_force_ev_per_a=3.783 homo_ev=-10.044 multiplicity=1
O -1.68 -1.25 -2.09
O 2.29 0.99 2.17
O -0.13 0.91 -2.77
H -2.61 -1.22 -2.28
H -1.74 1.91 1.47
H 1.24 0.16 -1.91
O 1.86 -0.17 -1.27
O -2.30 2.40 0.87
H 3.08 0.96 -0.74
H -0.68 -2.72 2.34
H -0.57 1.70 -2.56
H 1.87 0.58 2.93
H 2.30 -0.94 -1.58
H -2.25 -2.90 0.66
H -3.51 -2.88 -0.18
O -0.45 -0.11 0.25
H -1.59 -1.19 -1.19
H -0.70 -0.73 0.90
H 4.58 0.66 -0.65
O -1.39 -2.18 2.00
H 1.75 2.11 0.87
H -0.78 0.24 -2.57
H 2.71 0.24 1.80
O 1.24 2.46 0.12
H -1.78 -1.67 2.70
H 0.44 -0.16 -0.04
H 0.47 1.90 0.05
O 3.93 1.38 -0.64
O -2.72 -3.37 -0.03
H -2.89 2.91 1.37

---

Record 12
30
Properties=species:S:1:pos:R:3 method="wB97M-V/def2-TZVPD" relative_energy_kj_mol=294.9 smiles=O.O.O.O.O.O.O.O.O.O max_force_ev_per_a=3.384 homo_ev=-10.548 multiplicity=1
H -1.23 -1.77 -2.41
O 1.92 0.31 1.67
H 1.92 0.15 2.62
O -0.22 0.15 -0.92
O -1.58 -0.61 1.32
O 0.11 2.76 -0.16
O 1.65 -1.89 -2.73
H 0.75 -1.32 -0.28
O -2.74 2.02 1.99
H -1.33 -3.30 -2.38
H -2.26 -0.27 1.88
H 0.78 -2.05 1.03
H -2.46 2.93 2.24
H -0.94 -0.07 -0.37
H -1.72 -1.55 1.37
H 3.23 0.82 -3.23
H 1.19 -0.25 1.36
H 0.76 -2.24 -2.81
H -2.19 1.87 1.22
H -1.52 1.30 3.32
O -0.77 0.73 3.44
O -1.05 -2.53 -2.92
H 0.93 2.98 -0.51
H 1.72 -1.92 -1.74
H -0.69 0.30 2.59
O 2.47 1.16 -2.77
H 1.93 0.42 -2.97
O 1.10 -2.05 0.15
H -0.12 1.13 -0.78
H 0.37 2.77 0.77

---

Record 13
34
Properties=species:S:1:pos:R:3 method="wB97M-V/def2-TZVPD" total_charge=+1 relative_energy_kj_mol=0.0 max_force_ev_per_a=3.889 homo_ev=-13.153 multiplicity=1
H 15.38 14.44 14.45
H 9.88 14.56 17.86
O 12.85 13.58 12.46
O 12.20 15.58 14.30
H 12.36 13.19 11.70
O 9.25 16.05 14.68
O 10.92 15.48 11.85
O 9.81 15.11 17.08
H 11.60 16.32 14.57
H 10.83 18.81 14.57
H 12.54 16.57 17.35
Hf 12.65 13.72 14.52
H 13.48 14.08 11.95
H 9.32 15.67 15.60
H 15.18 16.62 15.17
H 10.11 12.44 14.15
H 12.04 17.17 16.10
H 10.69 16.33 11.50
H 12.91 14.46 17.15
H 11.91 13.23 17.23
O 11.75 16.92 16.94
O 12.38 13.83 16.61
H 9.20 17.22 13.36
O 9.23 17.69 12.53
H 11.35 15.69 12.69
H 13.82 16.70 14.59
O 14.53 14.10 14.79
O 11.80 18.62 14.50
H 12.35 19.38 14.47
O 10.90 13.04 14.26
H 8.36 17.48 12.16
H 10.39 15.87 17.15
O 14.54 17.24 14.84
H 8.92 15.35 14.15

---

Record 14
34
Properties=species:S:1:pos:R:3 method="wB97M-V/def2-TZVPD" relative_energy_kj_mol=104.8 max_force_ev_per_a=0.683 homo_ev=-10.680 multiplicity=1
He 1.63 14.73 -16.51
H 1.13 12.11 -15.67
H 4.18 18.18 -17.40
H 2.84 18.28 -16.68
H 3.52 12.27 -16.56
H 0.67 17.39 -17.52
O -0.09 15.64 -18.43
H -3.03 15.28 -16.68
H 0.21 12.33 -18.21
H 1.96 14.62 -13.59
H -0.47 14.75 -13.13
H -2.45 14.00 -16.12
H 0.23 18.16 -16.30
H -0.35 15.07 -19.16
O -1.03 16.30 -14.18
H 3.46 14.51 -13.77
H 2.24 15.38 -19.05
O -0.25 12.69 -17.45
O -2.20 14.82 -16.56
H -1.24 16.27 -15.11
H -0.28 13.63 -17.60
O 2.96 15.19 -19.65
O -0.13 14.06 -12.57
H -0.53 14.22 -11.71
H 2.01 12.14 -14.44
O 1.76 11.58 -15.17
O 4.13 12.50 -17.26
H -0.09 16.50 -14.15
H -0.84 15.60 -17.83
H 3.71 15.66 -19.27
H 4.93 12.01 -17.05
O 3.75 18.56 -16.63
O 0.99 17.73 -16.69
O 2.66 13.98 -13.71

---

Record 15
32
Properties=species:S:1:pos:R:3 method="wB97M-V/def2-TZVPD" total_charge=+1 relative_energy_kj_mol=465.3 max_force_ev_per_a=8.550 homo_ev=-13.477 multiplicity=1
O 20.59 18.31 36.46
O 20.84 17.75 33.33
H 23.60 16.01 34.70
H 22.88 19.37 37.93
H 25.12 13.89 32.59
O 23.47 18.64 37.95
O 22.58 19.74 35.24
H 23.10 18.08 38.49
H 22.27 13.60 35.08
O 20.60 15.66 37.36
O 25.33 14.82 32.70
O 24.50 14.89 37.05
H 21.04 15.16 36.54
H 21.79 19.42 35.91
H 20.38 16.57 37.11
H 26.47 18.68 33.63
H 20.36 18.62 37.47
O 26.32 17.63 33.92
H 26.45 17.24 33.04
H 19.67 18.54 35.95
H 23.88 17.13 35.97
H 24.75 15.04 32.01
H 20.99 14.05 34.47
H 24.71 13.81 36.94
O 21.77 14.41 34.92
H 20.46 17.08 32.59
H 22.38 17.10 35.18
H 23.06 20.25 35.89
H 20.77 18.50 32.90
H 23.56 17.69 34.33
N 23.48 17.03 35.08
H 24.60 15.03 37.93

---

Record 16
32
Properties=species:S:1:pos:R:3 method="wB97M-V/def2-TZVPD" total_charge=+1 relative_energy_kj_mol=210.4 max_force_ev_per_a=3.788 homo_ev=-13.530 multiplicity=1
H -1.99 1.33 -0.74
H 1.23 0.05 0.75
H -2.25 0.06 -1.69
H -3.39 -0.71 0.46
H 3.90 0.95 0.12
O 1.05 1.24 -1.89
O -0.59 -2.80 -1.12
O -1.63 0.75 -1.40
N 0.30 -0.06 1.03
H -0.53 3.48 0.08
O 1.87 -2.48 1.80
H 0.16 0.87 -2.07
H 1.63 -0.45 -1.54
O -2.56 -0.97 0.97
H 2.53 -2.90 2.28
H 1.40 1.72 -2.63
H 0.40 2.75 -0.76
H 0.29 -0.48 2.01
H 0.94 -1.90 -1.43
H -2.70 -1.90 1.29
H -0.26 -0.60 0.39
O -2.24 1.66 1.24
O 0.38 3.47 -0.13
H -1.52 -2.94 -1.31
H 0.03 0.89 1.11
H -0.41 -3.43 -0.40
H 3.30 2.31 0.17
H -2.66 0.83 1.37
O 1.73 -1.40 -1.45
H -2.90 2.36 1.48
O 3.23 1.44 0.48
H 1.24 -3.15 1.53